No. 1
C30H28F5N4O2SiV | ωB97M-V with the def2-TZVPD basis set

HOMO (spin up / spin down): -0.3263 / -0.3267 Ha
energy above the lowest of the compared OMol25 structures with the same formula, charge and spin: 0.0 kcal/mol

Element x y z (Å)
V  -1.057  -0.210  -1.507
C  1.012  -0.258  -1.719
Si  1.649  0.204  -0.048
C  0.566  -0.754  1.165
N  -0.902  -0.536  1.063
C  -1.678  -1.719  1.510
C  -1.986  -1.674  2.998
C  -2.940  -0.497  3.285
C  -2.737  0.617  2.246
C  -1.275  0.666  1.836
C  1.685  2.048  0.183
C  2.146  2.851  -0.868
C  2.305  4.222  -0.710
C  2.000  4.820  0.506
C  1.564  4.039  1.572
C  1.419  2.666  1.411
C  3.388  -0.397  0.335
C  3.637  -1.738  0.667
C  4.913  -2.181  0.995
C  5.978  -1.290  0.989
C  5.762  0.038  0.648
C  4.482  0.478  0.328
H  1.270  -1.296  -1.940
H  1.389  0.374  -2.525
H  0.926  -0.646  2.198
H  0.762  -1.792  0.881
H  -1.125  -2.614  1.236
H  -2.622  -1.749  0.960
H  -1.055  -1.561  3.559
H  -2.428  -2.621  3.309
H  -2.750  -0.099  4.283
H  -3.976  -0.838  3.271
H  -3.038  1.585  2.655
H  -3.356  0.436  1.360
H  -0.656  0.739  2.741
H  -1.044  1.542  1.241
H  2.387  2.404  -1.829
H  2.657  4.826  -1.539
H  2.111  5.891  0.625
H  1.348  4.498  2.530
H  1.104  2.070  2.263
H  2.827  -2.462  0.664
H  5.075  -3.221  1.252
H  6.973  -1.631  1.250
H  6.591  0.736  0.634
H  4.336  1.523  0.076
N  -2.066  3.378  -0.268
C  -1.372  2.832  -1.268
O  -1.284  1.501  -1.236
C  -0.807  3.552  -2.283
C  -0.080  2.933  -3.350
N  0.503  2.442  -4.214
C  -0.923  4.979  -2.226
N  -1.020  6.121  -2.099
H  -2.187  4.376  -0.224
H  -2.552  2.790  0.381
F  -3.891  -6.682  -1.746
C  -3.242  -5.524  -1.642
C  -3.945  -4.344  -1.502
F  -5.276  -4.359  -1.466
C  -3.262  -3.149  -1.398
F  -3.966  -2.024  -1.250
C  -1.875  -3.109  -1.429
O  -1.224  -1.924  -1.356
C  -1.191  -4.298  -1.556
F  0.142  -4.304  -1.568
C  -1.865  -5.500  -1.670
F  -1.182  -6.634  -1.805
C  -1.580  -0.181  -3.239
H  -1.777  0.730  -3.798
H  -1.720  -1.087  -3.824

No. 2
C2H6NS | ωB97M-V with the def2-TZVPD basis set

charge: -1
HOMO: -0.0990 Ha
energy above the lowest of the compared OMol25 structures with the same formula, charge and spin: 16.9 kcal/mol

Element x y z (Å)
S  -1.512  -2.211  0.251
H  -0.980  -3.432  0.419
C  -0.037  0.824  -1.044
C  0.828  0.626  1.097
N  0.853  1.315  0.037
H  -0.013  1.586  -1.820
H  -1.050  0.775  -0.651
H  0.227  -0.162  -1.412
H  1.447  0.969  1.926
H  0.236  -0.290  1.196

No. 3
C3H32O13 | ωB97M-V with the def2-TZVPD basis set

HOMO: -0.3932 Ha
energy above the lowest of the compared OMol25 structures with the same formula, charge and spin: 76.8 kcal/mol

Element x y z (Å)
C  2.235  -1.991  -0.770
C  1.952  -0.495  -0.686
C  0.634  -0.177  0.062
O  2.106  0.117  -1.982
H  3.164  -2.217  -1.290
H  1.355  -2.399  -1.252
H  2.481  -2.483  0.177
H  2.722  0.105  -0.137
H  0.281  0.911  0.044
H  0.813  -0.482  1.095
H  -0.253  -0.470  -0.497
H  1.610  -0.334  -2.679
H  -3.403  0.379  -2.173
H  -3.536  1.594  -1.139
O  -3.225  1.304  -2.000
H  -1.321  1.698  -2.513
H  0.118  1.569  -2.947
O  -0.740  1.086  -3.022
H  3.287  -1.049  1.987
H  2.860  -0.626  3.379
O  3.465  -0.390  2.663
H  1.140  2.506  3.001
H  1.685  1.144  2.330
O  0.927  1.639  2.650
H  1.451  2.087  -2.335
H  1.150  2.128  -0.836
O  0.958  2.577  -1.664
H  -2.293  0.418  3.389
H  -1.192  1.367  2.633
O  -2.112  1.183  2.837
H  -1.771  -3.194  -1.212
H  -0.262  -3.183  -1.426
O  -0.934  -3.485  -0.820
H  0.344  -2.091  3.191
H  1.594  -2.842  2.708
O  1.301  -2.152  3.311
H  -1.241  -2.111  0.467
H  -2.442  -2.251  1.448
O  -1.560  -1.878  1.354
H  -2.062  -1.355  -3.636
H  -0.947  -1.585  -2.641
O  -1.659  -2.046  -3.098
H  1.465  4.137  -0.395
H  -0.061  4.088  -0.197
O  0.759  4.378  0.206
H  -2.813  0.594  1.408
H  -2.989  -0.692  0.491
O  -3.165  0.251  0.559

No. 4
C25H28INOP | ωB97M-V with the def2-TZVPD basis set

charge: -1
HOMO: -0.1802 Ha
energy above the lowest of the compared OMol25 structures with the same formula, charge and spin: 162.0 kcal/mol

Element x y z (Å)
O  0.866  -4.233  -1.237
C  1.630  -3.140  -1.160
I  3.749  -3.370  -1.753
C  1.027  -1.708  -0.633
P  1.297  -1.498  1.244
C  2.870  -0.437  1.048
C  4.250  -0.779  1.840
C  5.526  0.174  1.663
N  5.760  1.386  0.830
C  4.475  1.656  0.127
C  3.057  0.911  0.154
H  -0.153  -1.668  -0.809
H  1.485  -0.868  -1.307
H  2.121  -2.706  1.298
H  1.388  -1.384  2.690
H  0.481  -0.281  1.263
H  0.122  -2.333  1.453
H  4.305  -1.723  2.543
H  6.481  -0.135  2.315
H  4.527  2.614  -0.588
H  2.151  1.329  -0.473
C  0.367  4.611  -3.499
C  1.686  5.055  -3.584
C  2.738  4.163  -3.374
C  2.470  2.824  -3.089
C  1.150  2.379  -3.009
C  0.099  3.273  -3.209
H  -0.452  5.307  -3.660
H  1.895  6.097  -3.813
H  3.765  4.511  -3.433
H  3.289  2.128  -2.931
H  0.942  1.335  -2.788
H  -0.929  2.927  -3.141
C  -1.154  2.173  2.442
C  -1.551  3.324  3.120
C  -2.906  3.570  3.344
C  -3.863  2.659  2.898
C  -3.465  1.506  2.222
C  -2.111  1.264  1.990
H  -0.098  1.983  2.264
H  -0.805  4.031  3.474
H  -3.215  4.471  3.867
H  -4.918  2.848  3.076
H  -4.211  0.794  1.876
H  -1.802  0.368  1.459
C  -4.741  -5.239  -0.932
C  -3.460  -5.227  -1.483
C  -2.414  -4.601  -0.805
C  -2.648  -3.996  0.430
C  -3.928  -4.012  0.983
C  -4.976  -4.629  0.300
H  -5.557  -5.724  -1.463
H  -3.277  -5.704  -2.443
H  -1.418  -4.586  -1.238
H  -1.832  -3.513  0.961
H  -4.110  -3.542  1.946
H  -5.975  -4.636  0.728

No. 5
C24H32O3 | ωB97M-V with the def2-TZVPD basis set

structure (SMILES): C#Cc1cc(CCCCCCCCCCCC)cc2c1C(=O)C=CC2=O.O
HOMO: -0.3440 Ha

Element x y z (Å)
C  -0.460  -3.127  1.708
C  0.151  -2.285  1.121
C  1.161  -1.409  0.621
C  1.414  -0.239  1.343
C  2.413  0.624  0.938
C  2.661  1.880  1.752
C  2.937  3.137  0.914
C  1.923  3.388  -0.188
C  0.551  3.848  0.322
C  -0.513  3.735  -0.788
C  -1.859  3.189  -0.286
C  -2.042  1.667  -0.552
C  -2.432  0.932  0.718
C  -2.755  -0.557  0.512
C  -4.179  -0.725  -0.020
C  -4.779  -2.154  0.031
C  -4.014  -3.179  0.867
C  3.176  0.337  -0.184
C  2.894  -0.799  -0.915
C  1.886  -1.688  -0.538
C  1.653  -2.876  -1.388
O  1.124  -3.898  -1.005
C  2.101  -2.753  -2.792
C  3.072  -1.917  -3.155
C  3.711  -1.057  -2.137
O  4.812  -0.582  -2.291
H  -0.983  -3.848  2.279
H  0.821  -0.036  2.217
H  1.768  2.056  2.347
H  3.466  1.696  2.459
H  3.935  3.056  0.487
H  2.956  3.997  1.581
H  2.320  4.179  -0.823
H  1.775  2.530  -0.838
H  0.640  4.896  0.584
H  0.220  3.261  1.175
H  -0.684  4.725  -1.206
H  -0.160  3.117  -1.612
H  -2.699  3.722  -0.724
H  -1.902  3.345  0.789
H  -1.109  1.283  -0.959
H  -2.803  1.554  -1.319
H  -1.560  0.970  1.379
H  -3.238  1.441  1.241
H  -2.058  -0.968  -0.212
H  -2.625  -1.027  1.478
H  -4.146  -0.438  -1.071
H  -4.857  -0.014  0.440
H  -5.774  -2.074  0.462
H  -4.901  -2.565  -0.966
H  -4.677  -4.015  1.082
H  -3.720  -2.791  1.834
H  -3.156  -3.592  0.344
H  3.966  1.015  -0.455
H  1.614  -3.385  -3.519
H  3.415  -1.823  -4.172
O  3.410  -5.273  0.430
H  4.099  -4.608  0.339
H  2.632  -4.881  0.010

No. 6
C3H4O2 | ωB97M-V with the def2-TZVPD basis set

structure (SMILES): O[C@H]1[C@H]2O[C@@H]12
HOMO: -0.3248 Ha
energy above the lowest of the compared OMol25 structures with the same formula, charge and spin: 112.0 kcal/mol

Element x y z (Å)
C  -0.397  0.245  -0.977
C  0.986  0.296  0.132
C  -0.267  -0.555  0.372
O  0.296  1.402  -0.401
O  -1.035  -0.308  1.425
H  -0.056  -0.127  -1.855
H  1.788  -0.047  -0.310
H  -0.174  -1.558  0.104
H  -1.140  0.653  1.510

No. 7
C19H29BiIN3O6S3SbSi | ωB97M-V with the def2-TZVPD basis set

charge: -2
multiplicity: 2
⟨S²⟩: 0.76
HOMO (spin up / spin down): -0.0163 / -0.0536 Ha
energy above the lowest of the compared OMol25 structures with the same formula, charge and spin: 43.4 kcal/mol

Element x y z (Å)
Bi  -0.054  0.302  0.227
O  -0.688  -0.959  -3.449
C  -0.861  0.007  -2.727
O  0.066  0.561  -2.024
C  -2.234  0.713  -2.729
C  -2.171  2.123  -2.114
C  -3.476  2.874  -2.453
C  -4.450  2.240  -1.440
C  -3.533  1.191  -0.787
O  -2.291  1.871  -0.729
C  -3.279  0.050  -1.799
C  -2.844  -1.236  -1.074
O  -3.545  -2.230  -1.193
O  -1.813  -1.189  -0.320
H  -2.576  0.719  -3.769
H  -1.249  2.665  -2.319
H  -3.355  3.943  -2.279
H  -3.773  2.715  -3.491
H  -4.767  2.960  -0.685
H  -5.331  1.800  -1.906
H  -3.840  0.873  0.211
H  -4.192  -0.202  -2.346
S  -0.833  3.958  2.019
Sb  -1.123  1.760  2.678
S  -3.325  1.037  2.742
S  -0.237  1.425  4.827
C  -2.062  -2.357  5.059
N  -1.075  -1.609  4.329
C  -0.991  -1.539  2.990
N  -1.756  -2.326  2.205
O  -0.101  -0.807  2.503
H  -1.663  -2.550  6.056
H  -2.244  -3.309  4.559
H  -3.010  -1.817  5.154
H  -0.683  -0.770  4.786
H  -2.675  -2.565  2.535
H  -1.724  -2.085  1.207
C  4.215  -1.178  0.026
Si  2.694  -1.859  -0.929
C  2.719  -1.275  -2.745
C  3.008  -3.765  -0.946
C  1.068  -1.644  -0.011
H  5.054  -1.007  -0.643
H  4.543  -1.884  0.785
H  3.996  -0.241  0.523
H  3.115  -2.029  -3.419
H  3.305  -0.372  -2.888
H  1.700  -1.057  -3.054
H  3.991  -4.024  -1.329
H  2.274  -4.283  -1.555
H  2.940  -4.167  0.059
H  1.158  -2.021  1.002
H  0.312  -2.239  -0.515
I  4.705  2.804  -2.867
C  3.779  2.445  -0.996
C  4.420  2.870  0.176
C  3.783  2.526  1.381
C  2.609  1.827  1.357
N  2.017  1.425  0.204
C  2.613  1.744  -0.965
H  5.331  3.444  0.151
H  4.233  2.790  2.325
H  2.090  1.541  2.260
H  2.089  1.395  -1.839

No. 8
C24H25NO7 | ωB97M-V with the def2-TZVPD basis set

structure (SMILES): CCOC(=O)CN(C(=O)COc1ccc2c(C)cc(=O)oc2c1)c1ccc(OCC)cc1
HOMO: -0.3024 Ha
energy above the lowest of the compared OMol25 structures with the same formula, charge and spin: 0.0 kcal/mol

Element x y z (Å)
C  4.107  2.466  -0.218
C  2.632  2.771  -0.017
H  2.464  3.843  0.104
H  2.046  2.404  -0.865
O  2.120  2.193  1.193
C  1.911  0.880  1.210
O  2.132  0.134  0.295
C  1.346  0.451  2.564
N  0.232  -0.467  2.424
C  0.499  -1.800  2.483
O  1.596  -2.221  2.782
C  -0.627  -2.776  2.101
O  -0.154  -3.655  1.098
C  0.327  -3.086  -0.037
C  -0.029  -1.822  -0.471
C  0.602  -1.264  -1.575
C  1.557  -1.983  -2.308
C  1.831  -3.299  -1.903
C  1.237  -3.839  -0.793
H  1.481  -4.834  -0.455
H  2.549  -3.884  -2.456
C  2.212  -1.305  -3.395
C  1.906  -0.005  -3.620
C  0.938  0.717  -2.830
O  0.672  1.894  -2.946
O  0.266  0.008  -1.875
H  2.386  0.566  -4.400
C  3.221  -2.024  -4.229
H  4.055  -2.350  -3.609
H  3.601  -1.375  -5.013
H  2.775  -2.906  -4.686
H  -0.758  -1.216  0.039
H  -1.545  -2.270  1.788
H  -0.840  -3.421  2.957
C  -1.047  0.108  2.222
C  -1.260  1.022  1.198
C  -2.503  1.600  1.010
C  -3.562  1.276  1.854
C  -3.339  0.369  2.895
C  -2.100  -0.201  3.082
H  -1.936  -0.890  3.897
H  -4.161  0.135  3.553
O  -4.817  1.781  1.782
C  -5.174  2.648  0.720
C  -5.408  1.906  -0.592
H  -4.498  1.422  -0.937
H  -5.743  2.606  -1.351
H  -6.171  1.144  -0.453
H  -6.106  3.111  1.056
H  -4.422  3.436  0.596
H  -2.622  2.298  0.198
H  -0.460  1.277  0.521
H  2.139  -0.087  3.095
H  1.041  1.334  3.129
H  4.255  1.396  -0.341
H  4.685  2.807  0.639
H  4.459  2.975  -1.110